No. 1
62
Properties=species:S:1:pos:R:3 method="wB97M-V/def2-TZVPD" energy_ev=-33861.38217 multiplicity=1 charge=0 gap_ha=0.288 molar_mass_da=395.55
O -5.668 -0.389 1.580
N 0.167 -0.559 1.769
N 1.340 -0.470 -1.607
N -3.404 -0.302 1.468
N -1.126 -0.698 1.158
N -3.304 -2.620 5.031
C 0.002 -0.032 2.895
C 2.885 0.286 -3.476
C 7.320 3.729 -5.245
C 4.299 2.261 -3.292
C -4.406 -0.360 2.288
C -1.954 -0.305 1.901
C -1.542 0.378 3.036
C 0.527 0.328 -1.170
C 4.141 0.900 -3.919
C 1.396 -1.716 -0.647
C -0.952 -1.231 -0.106
C 2.641 -0.138 -2.268
C -4.900 -0.996 5.787
C 2.227 -0.792 -4.538
C 5.497 2.674 -3.796
C 5.766 3.490 -4.789
C -4.958 -0.470 4.673
C -0.016 -2.153 -0.426
C 4.818 3.962 -5.749
C -0.875 -0.248 -1.350
C -4.133 -1.020 3.555
C -3.392 -1.969 3.881
C -3.986 -1.903 5.983
H 4.758 0.161 -3.704
H 3.259 -0.996 -2.089
H 7.959 3.457 -4.642
H 7.573 3.596 -6.334
H 4.794 5.213 -5.832
H -3.842 -2.623 6.913
H 3.489 3.143 -3.509
H -1.244 -0.526 -2.315
H -5.510 0.186 4.492
H 3.048 -1.761 -4.607
H -3.484 -0.037 0.432
H 1.858 1.081 -3.715
H 0.759 0.221 3.672
H -0.090 -2.880 -1.252
H 2.155 -0.512 -5.442
H -2.273 0.793 3.711
H 3.104 0.589 -1.545
H -5.482 -0.440 6.667
H 4.971 3.553 -6.742
H 0.174 -2.875 0.617
H 3.887 3.530 -5.267
H 4.428 2.116 -2.120
H -2.845 -2.525 3.054
H 7.331 5.134 -5.270
H 1.754 -1.130 0.518
H 6.531 2.357 -3.095
H -2.116 -1.710 -0.064
H 0.703 1.006 -2.157
H 1.335 -1.249 -4.208
H -1.549 0.776 -0.923
H 0.856 0.904 -0.396
H 3.854 0.949 -4.995
H 2.131 -2.398 -0.757

No. 2
8
Properties=species:S:1:pos:R:3 method="wB97M-V/def2-TZVPD" energy_ev=-17260.28708 multiplicity=1 charge=0 gap_ha=0.352 molar_mass_da=211.95
I -1.807 0.669 -1.168
O 1.889 -0.105 -0.592
O 0.450 -1.481 -1.425
N 0.825 -0.567 -0.726
N -0.008 1.756 1.950
C -0.111 0.932 1.149
C -0.330 0.036 0.136
H -0.907 -1.240 0.678

No. 3
7
Properties=species:S:1:pos:R:3 method="wB97M-V/def2-TZVPD" energy_ev=-14442.51614 multiplicity=3 charge=0 gap_ha="0.359 / 0.234" molar_mass_da=73.12
S 0.758 -1.808 0.232
N 0.266 0.697 -0.902
C 0.019 -0.154 2.436
C 0.434 -0.928 1.556
H 1.069 0.350 -1.465
H -0.066 0.177 3.401
H -0.674 0.560 -1.408

No. 4
31
Properties=species:S:1:pos:R:3 method="wB97M-V/def2-TZVPD" energy_ev=-38165.15750 multiplicity=1 charge=0 gap_ha="0.297 / 0.197" molar_mass_da=208.47
S 1.209 -1.534 -0.303
S -1.737 1.780 2.302
Si -2.179 -0.150 1.467
C 0.200 3.552 2.372
C 0.394 -2.008 -1.827
C -0.382 -3.402 -1.620
C 0.869 1.170 2.822
C -0.613 -0.846 -2.233
C 0.265 1.952 0.403
C 1.395 -2.076 -3.017
C 0.063 2.077 1.907
H 2.262 -1.559 -2.681
H -0.819 -3.419 -0.630
H 1.007 -1.517 -3.821
H 1.657 -3.070 -3.283
H 1.206 3.896 2.183
H -0.464 2.585 -0.153
H 0.907 0.093 2.471
H 0.159 0.933 0.049
H -2.677 -1.478 2.097
H -0.548 4.147 1.837
H 1.922 1.290 2.865
H 1.316 2.289 0.240
H 0.048 3.688 3.468
H 0.232 -4.363 -1.606
H -1.099 -3.557 -2.431
H -1.481 -1.140 -2.775
H 0.455 1.224 3.872
H -0.922 -0.367 -1.329
H -0.049 -0.167 -2.741
H -2.594 -0.022 0.094

No. 5
43
Properties=species:S:1:pos:R:3 method="wB97M-V/def2-TZVPD" smiles="COCCNC(=S)N(Cc1c(C)noc1C)c1ccccc1" energy_ev=-36332.31900 multiplicity=1 charge=0 gap_ha=0.324 molar_mass_da=319.43
S -0.986 -1.713 2.377
O -3.076 3.072 0.688
O 1.855 -4.357 -0.137
N -2.093 3.896 0.246
N -0.299 -2.117 -0.125
N 0.011 0.027 0.651
C -0.481 -3.538 0.039
C 2.198 1.170 -2.101
C -0.401 -1.240 0.897
C -0.949 3.331 0.524
C -2.529 1.983 1.251
C 2.689 -3.228 -0.183
C -3.429 0.950 1.814
C 0.721 -4.245 0.692
C -0.484 0.605 -1.669
C 0.438 0.442 -0.641
C 0.342 3.976 0.179
C 1.278 1.338 -3.124
C -1.163 2.085 1.183
C -0.060 1.054 -2.907
C 1.781 0.725 -0.859
C -0.135 1.098 1.626
H 2.847 -2.808 0.818
H 2.490 0.593 -0.054
H 0.161 -1.804 -0.968
H -0.422 0.634 2.573
H 3.644 -3.567 -0.584
H 3.242 1.388 -2.269
H -4.001 1.367 2.641
H -0.669 -3.972 -0.944
H 0.973 -3.731 1.628
H -0.778 1.189 -3.702
H 0.952 4.098 1.073
H 0.831 1.599 1.744
H 0.427 -5.272 0.921
H -1.526 0.385 -1.488
H -4.136 0.615 1.056
H 1.606 1.691 -4.090
H -2.852 0.101 2.171
H 2.295 -2.440 -0.837
H 0.149 4.950 -0.260
H 0.893 3.364 -0.534
H -1.352 -3.694 0.682

No. 6
19
Properties=species:S:1:pos:R:3 method="wB97M-V/def2-TZVPD" smiles=CCC.CC energy_ev=-5411.47678 multiplicity=1 charge=0 gap_ha=0.452 molar_mass_da=74.17
C -1.580 0.770 0.745
C -0.755 -0.477 2.768
C -0.317 0.186 1.409
C 1.910 -0.740 -2.350
C 0.688 0.270 -2.413
H 2.432 -0.628 -3.306
H 1.231 1.212 -2.262
H -1.205 1.320 -0.134
H -2.124 1.441 1.397
H 0.072 0.056 -1.543
H 0.422 0.929 1.721
H 0.111 -0.549 0.726
H -0.163 -1.334 3.056
H 0.212 0.282 -3.389
H -1.815 -0.717 2.639
H -0.778 0.255 3.585
H -2.152 -0.033 0.282
H 2.562 -0.526 -1.502
H 1.489 -1.758 -2.265

Energy above the lowest of the compared OMol25 structures with the same formula, charge and spin (computed, kcal/mol): 591.5, 74.8, 57.3, 0.0, 58.7, 13.2